# 1
The following is a DFT calculation (ωB97M-V/def2-TZVPD) of C41H27ClN3O9S as an isolated structure.

Each line ends with the Mulliken charge.
Atoms and positions in Å:
N: -2.1026 3.5847 5.2468  -0.482
C: -2.7178 2.3318 5.0306  0.219
O: -2.8999 1.5412 5.9283  -0.597
C: -3.0909 2.0193 3.6093  -0.460
C: -2.4605 0.6895 3.1602  -1.068
C: -2.1786 0.6918 1.6815  -0.037
C: -0.7989 0.7585 1.1980  -0.488
C: 0.3327 0.8180 2.2277  -0.124
O: 1.1377 -0.1240 2.1687  -0.829
O: 0.3106 1.8257 2.9516  -0.735
C: -0.5112 0.7782 -0.1265  0.339
C: 0.8798 0.9041 -0.6727  -1.417
C: 1.3103 2.3599 -0.8063  -0.077
O: 1.9891 2.8541 0.3465  -0.400
C: 1.4195 3.8429 1.0397  0.298
O: 2.0134 4.4997 1.8506  -0.537
C: -1.5888 0.7295 -1.0550  0.986
N: -1.4970 0.7647 -2.3842  -0.640
S: -2.9963 0.6778 -2.9555  0.055
N: -3.8335 0.6008 -1.5868  -0.744
C: -2.9425 0.6418 -0.6034  0.628
C: -3.1922 0.6192 0.7912  1.165
Cl: -4.8439 0.4298 1.2908  -0.233
H: -1.6406 3.5450 6.1478  0.287
H: -2.7777 4.3392 5.2667  0.231
H: -2.7307 2.8188 2.9665  0.392
H: -4.1773 1.9974 3.5262  0.494
H: -3.1042 -0.1494 3.4103  0.278
H: -1.5212 0.6039 3.6820  0.599
H: 0.8957 0.4890 -1.6777  0.543
H: 1.5792 0.3708 -0.0350  0.611
H: 0.4322 2.9717 -1.0258  0.505
H: 1.9732 2.4620 -1.6586  0.016
H: 0.3373 3.9535 0.8802  0.307
C: 5.8290 -0.6053 -6.9866  -0.457
C: 4.9991 -0.8768 -5.9038  -0.544
C: 4.4563 0.1610 -5.1662  -0.544
C: 4.7488 1.4759 -5.5045  0.154
C: 5.5941 1.7492 -6.5816  0.314
C: 6.1266 0.7034 -7.3251  -0.618
C: 5.9509 3.1512 -6.9436  0.508
O: 6.6781 3.3895 -7.8856  -0.690
C: 5.3904 4.2502 -6.1060  0.389
C: 5.7450 5.5633 -6.3889  -0.634
C: 5.2279 6.5972 -5.6277  -0.455
C: 4.3494 6.3262 -4.5838  -0.573
C: 3.9938 5.0201 -4.2955  -0.507
C: 4.5168 3.9787 -5.0512  0.160
C: 4.1397 2.5780 -4.7058  0.399
O: 3.3668 2.3426 -3.8045  -0.606
H: 6.2465 -1.4189 -7.5651  0.386
H: 4.7750 -1.9007 -5.6360  0.410
H: 3.8058 -0.0361 -4.3252  0.589
H: 6.7734 0.9267 -8.1620  0.468
H: 6.4268 5.7622 -7.2039  0.465
H: 5.5093 7.6189 -5.8459  0.384
H: 3.9446 7.1362 -3.9918  0.420
H: 3.3161 4.7957 -3.4834  0.552
C: -0.0396 -6.1368 4.9629  -0.417
C: 0.0762 -4.7548 4.8512  -0.638
C: -1.0061 -3.9972 4.4381  -0.603
C: -2.2062 -4.6238 4.1267  0.149
C: -2.3186 -6.0128 4.2192  0.363
C: -1.2322 -6.7654 4.6475  -0.656
C: -3.5829 -6.7084 3.8465  0.523
O: -3.6873 -7.9153 3.9330  -0.704
C: -4.7175 -5.8744 3.3514  0.404
C: -5.8896 -6.4996 2.9433  -0.630
C: -6.9538 -5.7411 2.4874  -0.446
C: -6.8569 -4.3536 2.4444  -0.536
C: -5.6924 -3.7251 2.8499  -0.572
C: -4.6181 -4.4835 3.2962  0.116
C: -3.3610 -3.7863 3.6965  0.370
O: -3.2765 -2.5807 3.6635  -0.533
H: 0.8074 -6.7247 5.2915  0.380
H: 1.0129 -4.2669 5.0847  0.441
H: -0.9280 -2.9220 4.3479  0.676
H: -1.3306 -7.8393 4.7238  0.462
H: -5.9542 -7.5780 2.9837  0.464
H: -7.8635 -6.2300 2.1638  0.376
H: -7.6915 -3.7624 2.0913  0.418
H: -5.6046 -2.6473 2.8155  0.533

- E_LUMO (eV) = 0.38
- E_HOMO (eV) = -5.2
- max |F| (eV/Å) = 1.1
- total charge = -1
- orbital gap (hartree) = 0.2039
- E (hartree) = -3278.57283

=====

# 2
The following is a DFT calculation (ωB97M-V/def2-TZVPD) of C41H27N8PdTe as an isolated structure.

Each line ends with the Mulliken charge.
Atoms and positions in Å:
Pd: -0.0726 0.0100 -2.1227  1.102
C: 0.6792 -6.5235 -2.0348  -0.598
C: -0.7166 -6.5401 -2.0451  -0.583
C: -1.4520 -5.3693 -2.0445  -0.152
C: -0.7626 -4.1651 -2.0469  0.199
C: -1.1790 -2.7768 -2.0247  -0.502
N: -2.4056 -2.3797 -1.7597  -0.503
C: -2.7607 -1.1096 -1.6203  -0.304
C: -3.9878 -0.7015 -0.9852  0.538
C: -4.9976 -1.4123 -0.3515  -0.298
C: -6.0085 -0.6955 0.2590  -0.609
C: -6.0078 0.7018 0.2627  -0.548
C: -4.9968 1.4209 -0.3451  -0.391
C: -3.9879 0.7125 -0.9831  0.507
C: -2.7613 1.1231 -1.6180  -0.249
N: -2.4058 2.3933 -1.7533  -0.521
C: -1.1789 2.7932 -2.0106  -0.446
N: -0.0664 2.0066 -2.1049  0.017
C: 1.0524 2.7832 -2.0628  -0.579
N: 2.3044 2.3912 -1.9605  -0.547
C: 2.6808 1.1236 -1.9317  -0.439
N: 1.9087 0.0099 -2.0830  -0.157
C: 2.6800 -1.1059 -1.9373  -0.467
N: 2.3033 -2.3725 -1.9759  -0.539
C: 1.0517 -2.7645 -2.0799  -0.503
N: -0.0681 -1.9883 -2.1156  0.038
C: 0.6504 -4.1533 -2.0613  0.637
C: 1.3798 -5.3313 -2.0380  -0.178
C: 4.0430 -0.6980 -1.7188  0.378
C: 5.2185 -1.4123 -1.5380  -0.125
C: 6.3837 -0.6923 -1.3608  -0.603
C: 6.3846 0.7052 -1.3592  -0.617
C: 5.2199 1.4268 -1.5339  -0.168
C: 4.0437 0.7139 -1.7156  0.349
C: 0.6500 4.1714 -2.0333  0.689
C: 1.3786 5.3495 -1.9973  -0.143
C: 0.6767 6.5409 -1.9807  -0.611
C: -0.7192 6.5562 -1.9902  -0.595
C: -1.4537 5.3850 -2.0034  -0.168
C: -0.7631 4.1817 -2.0202  0.206
N: -2.0629 0.0072 -1.9825  -0.182
H: 1.2150 -7.4638 -2.0341  0.387
H: -1.2314 -7.4930 -2.0486  0.380
H: -2.5314 -5.3884 -2.0514  0.522
H: -4.9660 -2.4903 -0.3135  0.522
H: -6.8080 -1.2210 0.7668  0.393
H: -6.8066 1.2253 0.7739  0.385
H: -4.9635 2.4987 -0.3007  0.521
H: 2.4599 -5.3027 -2.0254  0.547
H: 5.2035 -2.4916 -1.5456  0.558
H: 7.3196 -1.2179 -1.2228  0.382
H: 7.3210 1.2296 -1.2201  0.379
H: 5.2061 2.5063 -1.5395  0.559
H: 2.4588 5.3220 -1.9849  0.554
H: 1.2117 7.4814 -1.9685  0.390
H: -1.2350 7.5085 -1.9817  0.374
H: -2.5331 5.4027 -2.0081  0.522
C: -0.0666 -0.0648 7.1938  -1.535
C: -0.0730 -0.0481 5.6952  1.032
C: -1.1304 -0.5706 4.9697  -1.099
C: -1.1309 -0.5532 3.5851  0.921
C: -2.2928 -1.1259 2.8364  -1.687
C: -0.0498 -0.0004 2.8976  -0.447
Te: -0.1317 0.0044 0.7524  0.225
C: 1.0169 0.5276 3.6174  1.039
C: 2.2099 1.1363 2.9474  -1.240
C: 0.9932 0.4978 5.0034  -0.870
H: -0.9715 -0.5257 7.5804  0.328
H: 0.0012 0.9507 7.5825  0.329
H: 0.7938 -0.6230 7.5614  0.329
H: -1.9741 -1.0010 5.4929  0.217
H: -3.0456 -1.5181 3.5161  0.344
H: -1.9594 -1.9322 2.1810  0.327
H: -2.7555 -0.3625 2.2085  0.241
H: 2.1011 1.0989 1.8648  -0.212
H: 3.1167 0.5988 3.2225  0.335
H: 2.3239 2.1770 3.2486  0.349
H: 1.8288 0.9123 5.5535  0.361

- E_LUMO (eV) = 0.94
- E_HOMO (eV) = -3.1
- max |F| (eV/Å) = 1.2
- total charge = -1
- orbital gap (hartree) = 0.1502
- E (hartree) = -2412.75243

=====

Among the records above, which one has the lowest E? C41H27ClN3O9S

=====

Which of these has the highest orbital gap? C41H27ClN3O9S

=====

The highest E belongs to which entry? C41H27N8PdTe